No. 1
{"formula": "C9H24Cl6N6O12", "method": "ωB97M-V/def2-TZVPD", "elements": ["C", "N", "O", "O", "H", "H", "H", "C", "N", "O", "O", "H", "H", "H", "C", "N", "O", "O", "H", "H", "H", "C", "N", "O", "O", "H", "H", "H", "C", "N", "O", "O", "H", "H", "H", "C", "N", "O", "O", "H", "H", "H", "Cl", "C", "Cl", "H", "H", "Cl", "C", "Cl", "H", "H", "Cl", "C", "Cl", "H", "H"], "xyz": [[4.4353, -1.6263, -1.2151], [5.5294, -0.7898, -0.7287], [6.1667, -0.1219, -1.5153], [5.7880, -0.8312, 0.4443], [4.7660, -2.6521, -1.3728], [4.0129, -1.3069, -2.1645], [3.5911, -1.7062, -0.5345], [0.2495, -0.5353, -0.2592], [0.7462, 0.3885, 0.8094], [0.0030, 0.6611, 1.7338], [1.8479, 0.8740, 0.6707], [-0.6085, 0.0034, -0.6478], [0.0291, -1.5659, 0.0040], [1.0381, -0.5813, -1.0048], [0.3944, 3.5808, 3.6862], [0.2517, 4.7296, 2.7536], [-0.7286, 5.4136, 2.8549], [1.1032, 4.8569, 1.9118], [-0.4641, 3.5227, 4.3446], [1.3385, 3.6339, 4.2238], [0.4970, 2.6837, 3.0744], [-3.0796, 1.0340, 3.7546], [-3.5200, 2.3070, 4.3429], [-3.1652, 2.5388, 5.4809], [-4.1159, 3.0855, 3.6376], [-2.4068, 0.5359, 4.4427], [-2.5848, 1.3296, 2.8302], [-3.8698, 0.3336, 3.4945], [-1.6516, -5.2104, -2.9117], [-0.7865, -4.7226, -1.7944], [0.0505, -5.4831, -1.3391], [-0.9658, -3.5581, -1.4649], [-1.3308, -6.1991, -3.2180], [-1.7538, -4.4681, -3.6984], [-2.6795, -5.2709, -2.5458], [-0.3582, 0.8331, -5.1044], [-0.6492, -0.2939, -4.1136], [0.2642, -0.7544, -3.4722], [-1.7899, -0.7073, -4.0976], [0.6640, 1.1118, -4.8739], [-1.0947, 1.5757, -4.8191], [-0.4753, 0.3821, -6.0817], [-5.8659, -0.3257, -1.9406], [-4.0842, -0.4158, -1.9757], [-3.3783, 0.0755, -0.3797], [-3.8181, -1.4498, -2.1385], [-3.6735, 0.2827, -2.6882], [0.3758, -1.3950, 4.5474], [0.0889, -2.8692, 3.5834], [-1.6597, -3.1704, 3.3951], [0.5683, -2.6288, 2.6417], [0.5311, -3.7539, 4.0234], [4.4014, 4.6598, -1.6834], [3.2740, 3.6401, -0.8130], [1.6601, 3.5888, -1.5322], [3.6430, 2.6245, -0.7246], [3.2490, 4.1066, 0.1671]], "forces_ev_per_a": [[-1.55, -1.14, -0.87], [0.66, 0.53, -0.12], [-0.35, -0.05, -0.72], [-0.27, -0.38, 1.06], [0.52, 0.14, 0.16], [0.53, 0.50, -0.04], [0.42, 0.42, 0.53], [0.56, 0.51, -0.82], [0.07, -0.26, 0.42], [-0.22, -0.25, -0.13], [0.18, -0.13, -0.12], [-0.22, -0.39, -0.13], [-0.29, 0.27, 0.79], [-0.08, 0.22, -0.04], [0.34, -0.75, 0.00], [-0.04, -0.79, 0.36], [-0.73, 0.61, 0.20], [0.82, 0.14, -0.54], [0.00, 0.18, 0.00], [-0.08, 0.48, 0.06], [-0.28, 0.09, -0.12], [0.62, -0.66, -0.66], [0.08, 0.24, 0.33], [-0.06, -0.04, 0.30], [-0.36, -0.03, -0.24], [0.11, 0.18, 0.02], [0.14, -0.23, 0.05], [-0.46, 0.49, 0.16], [-0.97, -0.25, 0.24], [0.18, 0.41, -0.56], [-0.60, 0.54, -0.11], [0.22, -0.66, 0.20], [0.22, 0.17, -0.13], [0.76, 0.05, -0.02], [0.20, -0.16, 0.43], [0.16, -0.88, 1.54], [0.03, -0.03, -1.00], [0.19, 0.06, 0.23], [-0.18, 0.03, 0.20], [-0.04, 0.30, -0.29], [0.06, 0.27, -0.55], [-0.16, 0.26, -0.13], [0.48, 0.08, -0.10], [-0.27, 0.21, 1.03], [-0.26, -0.21, -0.48], [0.19, 0.05, -0.16], [-0.17, -0.14, -0.26], [0.01, -0.42, 0.19], [-0.18, 0.60, -0.06], [0.47, 0.05, -0.15], [-0.36, -0.34, -0.26], [0.04, 0.17, 0.29], [0.28, 0.03, -0.59], [0.11, 0.10, 0.77], [0.02, 0.03, 0.01], [0.07, 0.04, -0.22], [-0.58, -0.26, 0.06]], "fmax_ev_per_a": 2.1, "energy_ha": -4349.2829, "de_lowest_kcal_mol": 10.10}

=====

No. 2
{"formula": "C9H25BrINO8", "method": "ωB97M-V/def2-TZVPD", "elements": ["C", "C", "Br", "C", "C", "C", "C", "C", "C", "O", "I", "N", "C", "O", "H", "H", "H", "H", "H", "H", "H", "H", "H", "H", "H", "H", "H", "O", "H", "H", "O", "H", "H", "O", "H", "H", "O", "H", "H", "O", "H", "H", "O", "H", "H"], "xyz": [[-3.0744, 1.1622, -1.1917], [-2.1334, -0.0162, -0.7818], [-3.3411, -1.6270, -0.6528], [-1.0741, -0.3385, -1.8707], [0.3162, 0.3335, -1.6566], [1.1557, -0.0564, -0.4211], [0.9120, 1.1995, 0.4461], [1.5220, 1.2959, 1.8598], [2.9177, 1.9405, 1.8495], [3.7485, 1.5256, 1.1567], [3.2220, 3.6081, 3.2025], [1.2415, 2.2846, -0.5158], [0.3525, 1.9140, -1.6210], [-0.2331, 2.6514, -2.3018], [-2.7014, 2.0749, -0.7042], [-4.0956, 0.9467, -0.8534], [-3.1083, 1.2345, -2.2861], [-1.7238, 0.1021, 0.2251], [-1.4683, -0.0971, -2.8699], [-0.9206, -1.4287, -1.8431], [0.8009, 0.1535, -2.6381], [1.0454, -1.0493, 0.0250], [2.1991, -0.0885, -0.7980], [-0.1558, 1.4214, 0.6307], [0.8654, 1.9176, 2.4888], [1.5710, 0.3221, 2.3765], [2.2216, 2.1101, -0.7563], [5.6670, 3.7818, 0.7481], [4.8994, 4.3505, 0.6220], [5.3412, 2.8988, 0.5406], [-4.1586, -3.3620, -3.6907], [-4.0290, -4.2669, -3.3853], [-3.8818, -2.8167, -2.9427], [-0.1822, -2.6288, 0.7355], [-0.2598, -2.6852, 1.6955], [-0.6736, -3.3938, 0.4167], [3.9051, 0.5511, 5.2710], [4.8056, 0.2456, 5.1142], [3.8751, 1.4215, 4.8538], [-7.3285, -2.5377, -2.7109], [-6.4431, -2.9049, -2.8325], [-7.2875, -1.6797, -3.1462], [1.5577, -3.6265, 2.5877], [2.0742, -3.9933, 3.3146], [2.0571, -2.8503, 2.3100]], "forces_ev_per_a": [[0.39, -0.70, 0.59], [-0.83, 0.12, -1.24], [0.33, 0.21, 0.15], [0.18, -0.16, 1.04], [-0.66, 0.26, -1.13], [0.26, -0.02, -0.49], [0.06, -0.13, 0.01], [-0.14, 1.13, 0.52], [-2.56, -0.36, 1.20], [2.33, -0.46, -1.55], [-0.10, -0.05, -0.01], [0.06, 0.32, 0.64], [1.59, -2.82, 1.98], [-1.15, 1.73, -1.61], [-0.23, -0.05, -0.50], [0.34, 0.33, 0.09], [0.14, 0.26, 0.37], [-0.12, -0.26, -0.30], [0.08, 0.06, 0.42], [0.21, 0.42, -0.10], [0.26, -0.20, 0.62], [-0.80, 0.37, -0.12], [-0.20, 0.46, 0.59], [0.22, -0.86, -0.09], [0.26, -0.18, -0.27], [0.23, 0.23, -0.42], [-0.21, 0.41, -0.41], [0.00, 0.05, -0.18], [0.10, 0.02, 0.01], [0.03, -0.01, 0.09], [-0.16, -0.04, 0.18], [0.00, 0.04, -0.08], [0.10, 0.06, -0.01], [-0.35, 0.06, -0.01], [0.13, -0.17, -0.04], [0.03, 0.06, -0.02], [0.07, -0.02, -0.18], [-0.06, 0.01, 0.06], [-0.01, -0.01, 0.11], [0.15, 0.04, 0.02], [-0.04, 0.01, -0.13], [-0.02, -0.07, 0.02], [0.21, 0.02, 0.29], [-0.09, 0.01, -0.01], [-0.02, -0.10, -0.11]], "fmax_ev_per_a": 3.8, "energy_ha": -3886.2850}

=====

No. 3
{"formula": "C9H25ClILuN2O2P2", "method": "ωB97M-V/def2-TZVPD", "elements": ["C", "C", "H", "H", "H", "O", "I", "Lu", "P", "C", "C", "H", "H", "H", "H", "H", "H", "C", "H", "H", "H", "P", "C", "C", "H", "H", "H", "C", "H", "H", "H", "H", "H", "H", "Cl", "N", "C", "N", "O", "H", "H", "H", "H"], "xyz": [[0.2434, -3.4831, -0.2063], [0.6179, -2.2072, 0.5376], [0.7026, -4.3343, 0.3029], [0.5717, -3.4255, -1.2471], [-0.8428, -3.5923, -0.2518], [1.3260, -2.2795, 1.5272], [-0.9574, 2.2658, -0.9393], [-0.0797, -0.3657, -0.1406], [-2.0863, -0.5240, 1.1142], [-1.9664, 0.2802, 2.7482], [-3.5303, 0.2552, 0.3267], [-4.4509, -0.1425, 0.7663], [-3.5667, -2.1934, 2.0951], [-3.5010, 0.0584, -0.7465], [-2.8379, -2.7603, 0.5717], [-1.7183, 1.3341, 2.5930], [-3.4655, 1.3347, 0.4845], [-2.6465, -2.2217, 1.5029], [-2.9151, 0.1950, 3.2874], [-1.8675, -2.7477, 2.0606], [-1.1727, -0.1907, 3.3348], [1.7672, -0.0638, -1.5983], [3.1258, 0.8852, -0.8336], [2.5772, -1.5975, -2.1795], [0.4011, 0.5281, -3.4920], [2.1524, 0.6509, -3.8785], [1.3346, 1.9109, -2.8901], [1.3797, 0.8448, -3.1270], [1.8538, -2.1983, -2.7359], [3.4218, -1.3584, -2.8336], [3.9511, 1.0104, -1.5416], [3.4875, 0.3620, 0.0558], [2.9302, -2.1756, -1.3216], [2.7355, 1.8634, -0.5384], [-1.2494, -1.3891, -1.9792], [0.0352, 3.0576, 2.1899], [0.2820, 2.7163, 0.8934], [1.0496, 3.6701, 0.2180], [0.1415, 1.5188, 0.4917], [0.2511, 4.0068, 2.5293], [-0.1789, 2.3950, 2.9283], [1.4449, 3.5184, -0.7208], [1.2496, 4.5883, 0.6423]], "forces_ev_per_a": [[0.21, -0.33, 0.19], [1.08, -3.49, 1.10], [-0.06, 0.01, -0.08], [0.00, -0.05, 0.12], [0.11, -0.03, 0.04], [0.13, 0.55, 0.24], [-5.29, 0.16, -5.56], [-1.21, -3.48, -2.40], [-4.64, -0.72, 2.87], [-0.18, -0.07, 0.11], [-0.16, 0.05, 0.15], [0.08, 0.20, -0.13], [0.14, 0.05, -0.06], [-0.13, -0.09, 0.08], [0.00, 0.08, 0.08], [-0.37, -0.13, 0.13], [-0.27, -0.11, 0.05], [0.06, -0.01, -0.02], [0.19, 0.15, 0.05], [-0.10, 0.03, -0.03], [-0.08, -0.02, 0.02], [4.38, 0.40, -3.36], [0.12, -0.03, -0.25], [-0.09, -0.06, 0.03], [0.12, -0.04, -0.11], [-0.18, 0.19, 0.04], [0.13, -0.04, -0.27], [0.20, 0.04, -0.11], [0.06, 0.08, 0.03], [-0.11, 0.04, 0.12], [-0.04, 0.09, 0.19], [0.02, 0.08, -0.06], [0.00, 0.05, -0.10], [0.32, -0.09, 0.02], [-0.30, 0.38, -0.37], [0.08, 0.06, -1.27], [4.80, 6.35, 5.54], [0.24, -0.64, 0.83], [1.80, 2.06, 2.43], [-0.15, -0.75, -0.45], [-0.19, -0.13, -0.47], [-0.56, 0.12, 0.83], [-0.16, -0.91, -0.19]], "fmax_ev_per_a": 9.7, "energy_ha": -3293.2890, "total_charge": 2}